(1)
88
Properties=species:S:1:pos:R:3:mulliken_charge:R:1 method="wB97M-V/def2-TZVPD" total_charge=-1 spin_multiplicity=1 lumo_ha=0.07214 total_energy_ev=-113126.678 gap_ev=7.4
H -3.846 -0.075 2.061 0.372
C -3.218 5.211 2.968 -0.640
H -3.927 5.111 5.095 0.385
C -1.113 -5.736 3.208 -0.666
C -0.800 -0.414 3.178 -1.141
C -3.879 -2.426 -4.415 0.029
C -3.530 -3.747 -4.482 -0.848
H 9.596 -1.977 1.619 0.383
H -5.918 2.702 -3.437 0.347
N -4.156 -4.297 -5.571 0.030
N -2.152 -0.251 3.367 0.296
H -2.695 1.951 -6.018 -0.403
H 6.967 -2.374 1.075 0.361
C -1.736 -4.285 4.807 -0.459
C -3.351 3.259 4.092 -0.258
H -5.466 -3.564 -7.091 0.368
S 0.112 2.341 -4.484 -0.655
H -1.998 -0.382 0.108 0.822
H -0.126 -0.463 4.017 0.436
C -5.222 2.776 -2.594 -1.138
H -1.365 -6.369 5.344 0.385
C 8.821 -0.210 2.760 -0.498
N 3.285 2.432 -3.314 0.264
C -1.827 -0.375 1.175 -0.518
N 3.309 -0.329 1.111 0.151
H 3.066 -0.409 3.233 0.452
C -0.571 -0.488 1.830 0.174
N 6.707 -0.627 2.257 0.117
C 8.765 -1.377 1.950 -0.604
C 5.118 1.603 -2.387 -0.473
H -0.814 -6.635 2.695 0.393
H 3.709 -3.020 2.900 0.454
C 3.839 -2.443 0.738 -0.646
C -2.473 2.394 -0.805 -0.737
H 5.853 0.905 -2.021 0.460
H 2.378 2.480 -3.771 0.113
C -4.904 -3.337 -6.201 -0.466
H -2.435 4.195 1.135 0.304
H 3.678 -0.934 -0.899 0.389
C 3.307 -0.951 2.334 -1.253
H -3.259 6.257 2.715 0.413
C 3.632 -2.267 2.133 0.028
H -3.483 2.761 -0.595 0.413
N -1.662 -3.632 3.609 0.050
H -1.164 -4.174 1.612 0.409
C -2.782 -0.218 2.144 -1.267
H 3.497 0.322 -3.238 0.424
N -2.896 3.023 2.825 0.150
H -2.020 -3.768 5.708 0.336
H 9.703 0.255 3.169 0.383
C 3.631 -1.230 0.136 -0.386
N -3.060 1.699 -3.118 0.139
H -4.071 -5.250 -5.867 0.174
H 4.101 -3.358 0.233 0.484
H -1.826 3.260 -0.995 0.305
H 5.703 -0.551 2.209 0.397
C 7.445 -1.605 1.657 -0.264
C -3.565 4.610 4.213 -0.630
H -0.286 3.449 -3.847 0.059
C -1.283 -4.504 2.630 -0.260
H -5.197 -1.219 -5.761 0.384
H -2.880 -4.336 -3.858 0.377
H 5.970 3.622 -1.906 0.399
C -2.816 4.196 2.142 -0.307
H 7.140 1.073 3.469 0.352
H 3.096 0.640 0.948 0.201
O -3.451 3.889 -3.731 -0.594
H -3.490 2.460 4.801 0.296
C 5.179 3.022 -2.326 -0.586
H 0.389 -0.618 1.358 0.700
C 7.533 0.228 2.929 -0.524
H -1.846 -2.653 3.466 0.377
C -3.819 2.878 -3.174 0.418
H -5.461 3.689 -2.040 0.313
H -3.530 -1.712 -3.687 0.536
H -2.656 2.131 2.420 0.285
Ga -1.960 1.306 -4.775 0.755
C -4.752 -2.167 -5.507 -0.596
H -2.605 -0.149 4.257 0.123
H -2.087 1.855 0.063 0.174
C -2.358 1.431 -1.979 0.182
C 4.030 3.499 -2.909 -0.403
H -5.346 1.895 -1.961 0.308
H 3.684 4.506 -3.066 0.357
C 3.934 1.277 -3.003 -0.519
O -1.597 0.475 -1.872 -0.676
C -1.401 -5.597 4.593 -0.539
H -1.711 -0.243 -4.878 -0.233

(2)
15
Properties=species:S:1:pos:R:3:nbo_charge:R:1 method="wB97M-V/def2-TZVPD" total_charge=0 spin_multiplicity=1 lumo_ha="-0.01523 / 0.00595" relative_energy_kcal_mol=133.48 total_energy_ev=-14221.861 gap_ev="8.4 / 6.6"
H 2.943 -2.680 -2.342 0.227
C -0.327 2.155 -1.079 -0.501
Si 0.700 -1.014 0.552 1.291
C -1.025 -1.684 0.760 -1.101
H -0.149 3.198 -1.354 0.169
C 1.342 0.105 1.790 -0.529
H 1.831 1.942 2.959 0.225
C 1.870 -1.656 -0.673 -0.534
H -1.932 -1.419 0.020 0.262
H 0.390 1.376 -1.179 0.170
H -1.361 -1.423 1.680 0.239
C 2.410 -2.068 -1.680 -0.172
H -0.897 -2.836 0.771 0.253
H -1.405 1.901 -0.932 0.162
C 1.648 1.072 2.426 -0.161